Below is a structure of composition C33H56BBeClF2K2N3O18PS2V in a non-equilibrium geometry, with properties calculated with ωB97M-V with the def2-TZVPD basis set.

## Properties
electronic energy	-6789.39083	a.u.
gap between HOMO and LUMO	0.74	eV
E_HOMO	-8.6	eV
LUMO	-7.91	eV

Structure (ORCA input):
```
! wB97M-V def2-TZVPD RIJCOSX def2/J DEFGRID3
* xyz 1 1
C -2.4086 3.0156 -2.0106
C -1.0208 2.9059 -1.4064
N -0.7605 1.7767 -0.4323
C -1.1603 1.9536 1.0368
C -0.3059 0.6808 1.7044
C 0.2760 -0.2535 0.4492
C 1.5452 -1.2036 0.8697
C 1.0294 -2.2493 2.0450
C 1.1055 -3.8342 1.6089
C -0.4339 -4.4867 1.6153
S -0.4131 -6.1300 0.7162
C -2.1367 -6.7634 0.3446
N -2.8774 -7.9248 1.0389
N -4.1513 -8.2090 0.5383
C -4.3152 -7.1756 -0.5810
O -3.1075 -6.3217 -0.6966
C 0.5214 0.9531 -0.6784
C 1.6768 1.9979 -0.1688
C 2.8807 2.2860 -1.2432
C 4.0109 3.2078 -0.4260
C 4.1065 4.7543 -0.9937
C 5.2037 4.8356 -2.2290
C 6.7752 4.8400 -1.7080
C 7.4545 6.3595 -1.7406
C 9.0409 6.2879 -2.2595
O 9.8679 7.2840 -1.5602
C 10.7488 8.0234 -2.4853
C 12.4050 8.1070 -2.2731
O 10.2669 8.7230 -3.5424
P 0.3410 0.5335 -2.5319
C 1.9108 -0.2597 -3.2755
C -1.0343 -0.8178 -2.7813
H -3.3974 3.0362 -1.3489
H -2.5800 3.0429 -3.1797
H -0.2458 3.6990 -1.7805
H -1.4906 1.0656 -0.7394
H -0.8910 3.0369 1.3990
H -2.3044 1.6510 1.1221
H -0.9578 0.1627 2.5264
H 0.5169 1.2741 2.3292
H -0.6229 -0.9867 0.2816
H 2.4688 -0.6297 1.3103
H 1.9212 -1.8263 -0.0595
H 1.7098 -2.1189 3.0038
H -0.0812 -2.0439 2.3954
H 1.7943 -4.4612 2.3548
H 1.6284 -3.9300 0.5542
H -0.7242 -4.6732 2.7513
H -1.1227 -3.6641 1.1348
H -5.2997 -7.1310 -1.2368
H 2.1941 1.5212 0.7922
H 1.2624 3.0490 0.1905
H 2.5448 2.7799 -2.2497
H 3.4455 1.2605 -1.4678
H 3.7178 3.2183 0.7293
H 5.0911 2.7104 -0.4750
H 3.0186 5.0935 -1.3358
H 4.5018 5.4829 -0.1489
H 5.0136 3.8639 -2.8891
H 5.0010 5.8292 -2.8241
H 7.3867 4.1609 -2.4411
H 6.7967 4.3691 -0.6148
H 6.8630 7.0899 -2.4557
H 7.4579 6.7740 -0.6273
H 9.0341 6.3925 -3.4312
H 9.4054 5.1967 -1.9526
H 12.9549 7.6923 -3.2400
H 12.7688 7.5308 -1.3147
H 12.7356 9.2247 -2.1547
H 1.6059 -0.9564 -4.1818
H 2.5346 0.6320 -3.7653
H 2.6302 -0.7693 -2.5060
H -1.4979 -1.0429 -1.7143
H -1.9228 -0.4494 -3.4520
H -0.5575 -1.8413 -3.1512
O 4.0769 -2.1689 -0.3132
H 4.1282 -3.1036 -0.2301
Cl 0.9932 3.2028 2.3394
K -4.5055 -9.8234 1.8627
B -6.7833 1.3614 -2.4068
O -5.9219 1.3492 -1.2195
C -5.1371 0.2670 -1.3109
O -4.2979 -0.0421 -0.4805
C -5.4388 -0.4520 -2.5187
O -4.9016 -1.4805 -2.8967
O -6.4139 0.1767 -3.1890
F -6.5475 2.5681 -3.1841
F -8.1813 1.2852 -2.0123
Be -2.3996 0.1695 0.7554
C -10.0145 -2.7183 -3.6156
C -10.8295 -2.3020 -2.4184
C -9.7569 -1.9088 -1.4262
O -8.6452 -1.4180 -2.1879
C -8.8608 -1.7406 -3.5687
H -10.5669 -2.6809 -4.5579
H -9.6440 -3.7407 -3.4750
H -11.4419 -1.4287 -2.6723
H -11.4915 -3.0863 -2.0427
H -9.4116 -2.7741 -0.8505
H -10.0942 -1.1373 -0.7280
H -9.1068 -0.8114 -4.0942
H -7.9437 -2.1524 -3.9988
C 3.1163 -1.5946 6.9025
C 2.4448 -0.3967 7.4916
O 1.9743 0.3041 6.3559
C 1.8482 -0.6099 5.3498
O 1.3076 -0.3858 4.2796
O 2.4046 -1.8068 5.6978
H 3.0488 -2.4714 7.5523
H 4.1686 -1.4087 6.6634
H 1.5897 -0.6642 8.1214
H 3.1336 0.2232 8.0721
O -7.5857 -11.3752 3.9096
S -7.3056 -11.2628 5.3527
O -8.3130 -10.3899 5.9823
O -5.9635 -10.6856 5.5493
O -7.3605 -12.6009 5.9693
K -6.0062 -14.2888 6.0022
O 6.0139 4.3426 3.5201
V 5.0952 5.5972 2.7025
O 4.1766 6.8518 1.8850
*
```

Below is a structure of composition C33H56BCl2N6P2STi in a non-equilibrium geometry, with properties calculated with ωB97M-V with the def2-TZVPD basis set.

## Properties
electronic energy	-4494.82121	a.u.
energy relative to the best compared isomer or geometry (same formula, charge and spin)	0.00	kcal per mole
gap between HOMO and LUMO (alpha / beta)	6.58 / 5.44	eV
E_HOMO (alpha / beta)	-12.4 / -12.4	eV
LUMO (alpha / beta)	-5.80 / -6.93	eV

Structure (ORCA input):
```
! wB97M-V def2-TZVPD RIJCOSX def2/J DEFGRID3
* xyz 2 2
Ti -0.8421 0.9320 0.5741
C -4.2711 4.1065 1.5145
C -3.4337 2.8768 1.3519
N -2.5249 2.7660 0.4575
N -2.3522 3.8216 -0.3916
C -1.6145 3.6472 -1.5039
N -1.5220 4.6746 -2.3416
S -0.8413 2.1874 -1.7987
C -3.6504 1.6587 2.1597
C -4.5716 1.6039 3.1897
C -4.7761 0.4028 3.8542
C -4.0534 -0.7021 3.4609
C -3.1352 -0.5582 2.4306
N -2.9315 0.5877 1.7842
H -4.8437 4.2956 0.6015
H -4.9818 4.0253 2.3281
H -3.6454 4.9800 1.7187
H -2.8538 4.6829 -0.2279
H -1.9984 5.5499 -2.1948
H -0.9694 4.5691 -3.1768
H -5.1317 2.4781 3.4855
H -5.4926 0.3418 4.6632
H -4.1803 -1.6643 3.9381
H -2.5359 -1.3933 2.1159
C 3.0545 -2.3279 0.0881
C 4.1084 -1.5366 0.8740
C 5.3457 -1.3105 -0.0169
C 4.4876 -2.3240 2.1356
P 3.3685 0.1070 1.3311
C 3.1119 1.1522 -0.1686
N 2.1524 0.6233 -1.0968
B 0.7438 0.2946 -0.9470
N 0.3965 -0.3791 -2.1727
C -0.9136 -0.8000 -2.6280
P -1.9867 -1.0399 -1.1461
C -1.7243 -2.9012 -0.8557
C -2.2967 -3.3513 0.4922
C -0.2142 -3.1742 -0.8138
C -2.3173 -3.7761 -1.9662
C -3.7408 -0.7887 -1.7819
C -4.0814 0.7049 -1.7233
C -3.9308 -1.2465 -3.2347
C -4.7289 -1.5145 -0.8599
C 1.4992 -0.3890 -3.0300
C 1.6242 -0.8840 -4.3172
C 2.8575 -0.7638 -4.9492
C 3.9295 -0.1574 -4.3083
C 3.8024 0.3446 -3.0160
C 2.5782 0.2209 -2.3813
C 4.1554 1.0588 2.7268
C 3.6235 2.4960 2.7116
C 3.7628 0.3941 4.0566
C 5.6833 1.1007 2.5663
H 3.4627 -3.3187 -0.1241
H 2.8012 -1.8590 -0.8641
H 2.1521 -2.4520 0.6832
H 5.7959 -2.2855 -0.2178
H 6.1014 -0.6920 0.4644
H 5.0734 -0.8784 -0.9804
H 4.7858 -3.3261 1.8209
H 3.6433 -2.4318 2.8191
H 5.3302 -1.8869 2.6692
H 4.0961 1.1882 -0.6425
H 2.8936 2.1642 0.1616
H -0.8465 -1.7375 -3.1809
H -1.3554 -0.0657 -3.3057
H -1.7571 -2.8867 1.3167
H -2.1441 -4.4301 0.5855
H -3.3661 -3.1642 0.5965
H 0.2551 -2.6167 -0.0088
H 0.2958 -2.9392 -1.7478
H -0.0704 -4.2418 -0.6226
H -3.4043 -3.7363 -2.0141
H -2.0406 -4.8132 -1.7591
H -1.9153 -3.5319 -2.9516
H -3.3882 1.3041 -2.3110
H -4.0799 1.0652 -0.6954
H -5.0849 0.8488 -2.1354
H -3.4350 -0.5685 -3.9321
H -4.9982 -1.2249 -3.4702
H -3.5746 -2.2562 -3.4245
H -4.6687 -2.5984 -0.9399
H -4.5865 -1.2328 0.1862
H -5.7432 -1.2219 -1.1428
H 0.7870 -1.3452 -4.8273
H 2.9797 -1.1402 -5.9562
H 4.8770 -0.0621 -4.8219
H 4.6506 0.8396 -2.5554
H 3.9404 3.0512 1.8283
H 4.0338 3.0109 3.5815
H 2.5379 2.5342 2.7860
H 2.6798 0.2883 4.1494
H 4.1104 1.0340 4.8699
H 4.2231 -0.5824 4.1876
H 5.9811 1.5424 1.6129
H 6.1395 0.1173 2.6616
H 6.0906 1.7304 3.3607
Cl 0.4933 3.1259 0.9943
C -0.3582 2.1593 2.2484
Cl 0.0977 -0.7408 1.7996
H -1.0825 2.7840 2.7572
H 0.3934 1.7765 2.9294
*
```

Q: Which of these has the lowest electronic energy?
A: C33H56BBeClF2K2N3O18PS2V